(1)
# C25H28NO6

A cluster of 2 separate species, C25H28NO6 in total (ωB97M-V with the def2-TZVPD basis set, the Open Molecules 2025 dataset).

## Properties
Net charge: -1
Multiplicity: 1
Kohn-Sham gap: 4.5866 eV
DFT total energy: -1475.650603 hartree
Relative energy (zero: lowest compared OMol25 entry of this formula, charge and spin): 0.0 kcal per mole

Structure (XYZ):
```
60
C25H28NO6 | the Open Molecules 2025 dataset | ωB97M-V with the def2-TZVPD basis set
C -4.9990 0.9396 3.2810
C -4.0091 -0.1988 3.2365
O -2.7957 0.1508 3.9661
C -1.7641 -0.6936 3.6939
C -0.4346 -0.2635 4.1699
C 0.5619 -0.4044 3.3022
C 1.8177 0.3528 3.3756
O 2.1814 1.0409 4.3278
O 2.5528 0.2175 2.2398
C 3.6806 1.1349 2.1068
C 4.5559 0.6535 0.9685
O -1.9072 -1.7287 3.0570
H -6.0074 0.5602 3.1033
H -4.9780 1.4754 4.2308
H -4.7870 1.6430 2.4691
H -4.4253 -1.1162 3.6796
H -3.7521 -0.4068 2.1899
H -0.3621 0.2572 5.1143
H 0.4385 -1.0073 2.4059
H 3.2973 2.1430 1.8770
H 4.2470 1.1486 3.0482
H 5.5350 1.1357 1.0232
H 4.7242 -0.4282 0.9992
H 4.1198 0.9178 -0.0026
C 1.8957 -4.4929 3.2506
C 0.5349 -4.1977 3.8300
O 0.8379 -3.5117 5.1033
C -0.1473 -3.0509 5.9136
C 0.4772 -2.1592 6.9407
N -0.2523 -1.5513 7.8129
C 0.0893 -0.6181 8.6990
C -0.8389 -0.3198 9.8123
C -0.7635 0.8764 10.5712
C -1.7247 1.1829 11.5322
C -2.7491 0.2720 11.8365
C -2.7805 -0.9633 11.1568
C -1.8750 -1.2296 10.1121
C 1.4329 -0.0080 8.6089
C 2.1597 0.2641 9.7879
C 3.4807 0.7000 9.7252
C 4.0877 0.9550 8.4805
C 3.3782 0.6629 7.3048
C 2.0821 0.1575 7.3708
O -1.3319 -3.3339 5.8413
H 1.8212 -4.8160 2.2156
H 2.5550 -3.6226 3.2855
H 2.3825 -5.3111 3.7884
H -0.0450 -3.5177 3.1884
H -0.0182 -5.1262 4.0403
H 1.5748 -2.2328 6.9687
H 0.0466 1.5759 10.3784
H -1.6849 2.1336 12.0620
H -3.5042 0.5068 12.6045
H -3.5296 -1.7109 11.4441
H -1.9673 -2.1494 9.5219
H 1.6728 0.1248 10.7511
H 4.0450 0.8503 10.6482
H 5.1077 1.3703 8.4236
H 3.8280 0.8370 6.3255
H 1.5769 -0.0670 6.4323
```

***

(2)
# C25H28O7S

A cluster of 2 separate species, C25H28O7S in total (ωB97M-V with the def2-TZVPD basis set, the Open Molecules 2025 dataset).

## Properties
Multiplicity: 1
Kohn-Sham gap: 7.9038 eV
DFT total energy: -1893.887907 hartree
SMILES: CCCc1cc2c(c(S(C)(=O)=O)c1CCOC(C)=O)C(=O)c1ccccc1C2=O.CC(C)=O

Structure (XYZ):
```
61
C25H28O7S | the Open Molecules 2025 dataset | ωB97M-V with the def2-TZVPD basis set
C -0.8343 4.2890 2.6594
C -2.2019 3.4887 2.3169
C -2.3442 3.1235 0.7607
C -1.0097 2.4452 0.1355
C -0.2163 3.4048 -0.8274
C 1.0348 2.8199 -1.5046
C 1.4951 1.3397 -1.2374
C 0.7354 0.3885 -0.2408
S 1.4106 -1.2996 0.0079
C 0.9630 -2.1496 1.5786
O 0.9538 -2.1347 -1.1882
O 2.9382 -1.3740 -0.0409
C -0.5600 0.9819 0.4452
C -1.4580 0.0937 1.4294
C -2.4309 -0.9361 0.6326
O -1.7036 -1.9601 -0.0823
C -2.4565 -2.4769 -1.1692
C -1.6742 -3.0571 -2.4284
O -3.7087 -2.5095 -1.1231
C 2.7867 0.9128 -2.0813
O 2.9342 -0.1675 -2.6883
C 3.9684 2.0049 -2.2006
C 5.4749 1.6620 -2.1041
C 6.5080 2.8222 -2.2689
C 5.9944 4.2806 -2.5351
C 4.4968 4.6483 -2.6198
C 3.4811 3.4792 -2.4535
C 1.8920 3.7507 -2.5113
O 1.3567 4.6203 -3.2350
H -0.9105 4.6150 3.7498
H 0.0465 3.5545 2.5340
H -0.6890 5.1924 1.9781
H -3.0719 4.2132 2.5589
H -2.3310 2.5957 3.0265
H -2.6682 4.0329 0.1312
H -3.1508 2.3048 0.6891
H -0.5934 4.4701 -1.0259
H 1.8303 -2.8639 1.8503
H 0.0241 -2.7908 1.5464
H 0.9592 -1.3661 2.4296
H -2.2082 0.7950 1.9646
H -0.8856 -0.3981 2.2821
H -3.2902 -1.3235 1.2891
H -2.9446 -0.2779 -0.1706
H -0.9165 -3.8301 -2.0271
H -2.4058 -3.5549 -3.1437
H -1.0687 -2.2268 -2.9414
H 5.8280 0.5906 -1.9421
H 7.6345 2.6675 -2.2324
H 6.7454 5.1286 -2.6806
H 4.0727 5.6922 -2.8009
C -3.1507 -7.1919 1.9929
C -2.4272 -5.8957 2.2453
C -2.6107 -4.7919 1.2385
O -1.7209 -5.7459 3.2255
H -2.9260 -7.8944 2.7983
H -4.2285 -7.0176 1.9706
H -2.8180 -7.6252 1.0473
H -3.6645 -4.5103 1.1826
H -2.2535 -5.1185 0.2593
H -2.0319 -3.9199 1.5488
```

***

(3)
# C25H28O9P2STi

A structure of composition C25H28O9P2STi (ωB97M-V with the def2-TZVPD basis set, the Open Molecules 2025 dataset).

## Properties
Multiplicity: 1
Kohn-Sham gap (alpha / beta): 5.8041 / 4.9476 eV
DFT total energy: -3577.138887 hartree
Relative energy (zero: lowest compared OMol25 entry of this formula, charge and spin): 11.1 kcal per mole

Structure (XYZ):
```
66
C25H28O9P2STi | the Open Molecules 2025 dataset | ωB97M-V with the def2-TZVPD basis set
Ti 1.4860 0.6506 0.2289
O 3.5534 -0.9734 -2.9883
C 3.2217 -0.3924 -1.8222
O 2.0765 -0.0451 -1.5318
C 4.3255 -0.4148 -0.8073
O 3.9791 0.3334 0.3461
C 4.5694 1.6431 0.4135
C 3.6954 2.6960 -0.2341
O 4.1864 3.7463 -0.6150
O 2.4541 2.3581 -0.2768
H 2.7533 -1.0185 -3.5286
H 4.4727 -1.4551 -0.4975
H 5.2615 -0.0668 -1.2462
H 4.6556 1.8696 1.4757
H 5.5672 1.6374 -0.0218
O 1.7498 -0.7297 3.9196
S 1.1533 -0.4886 2.6462
O 0.9028 0.9272 2.3161
O 1.8442 -1.0629 1.4696
C -0.4364 -1.3159 2.6779
C -0.8786 -1.7081 3.9356
C -2.0804 -2.4004 4.0455
C -2.8052 -2.7092 2.9157
C -2.3450 -2.3124 1.6605
C -1.1681 -1.5969 1.5272
P -0.5383 -1.0192 -0.1309
C -0.2852 -2.6337 -0.9676
C 0.9477 -3.2614 -0.8078
C 1.1887 -4.4967 -1.3974
C 0.2044 -5.1113 -2.1567
C -1.0270 -4.4930 -2.3230
C -1.2694 -3.2602 -1.7275
C -2.0114 -0.3518 -0.9705
C -3.1130 0.1570 -0.2935
C -4.1110 0.8456 -0.9769
C -4.0126 1.0427 -2.3451
C -2.9077 0.5496 -3.0289
C -1.9148 -0.1337 -2.3448
H -0.2720 -1.4892 4.8022
H -2.4328 -2.7115 5.0220
H -3.7312 -3.2660 2.9934
H -2.9149 -2.5695 0.7739
H 1.7180 -2.7907 -0.2084
H 2.1511 -4.9737 -1.2598
H 0.3951 -6.0724 -2.6184
H -1.8029 -4.9646 -2.9130
H -2.2340 -2.7879 -1.8679
H -3.2024 0.0281 0.7777
H -4.9663 1.2258 -0.4319
H -4.7880 1.5804 -2.8761
H -2.8135 0.7029 -4.0961
H -1.0496 -0.4931 -2.8901
C -0.6111 4.4594 -0.9306
P -0.3831 3.3073 0.4008
C 0.8491 4.0434 1.4482
C -1.8732 3.3114 1.3806
O -0.1714 1.9150 -0.1629
H -0.7928 5.4697 -0.5593
H -1.4456 4.1328 -1.5527
H 0.3075 4.4499 -1.5212
H 0.3300 4.8086 2.0305
H 1.6376 4.4874 0.8436
H 1.2801 3.3082 2.1247
H -2.1482 4.3190 1.6968
H -1.6949 2.6889 2.2608
H -2.6850 2.8751 0.7955
```

***

(4)
# C25H29AlN4O2Sb

A structure of composition C25H29AlN4O2Sb (ωB97M-V with the def2-TZVPD basis set, the Open Molecules 2025 dataset).

## Properties
Net charge: +1
Multiplicity: 1
Kohn-Sham gap: 5.4838 eV
DFT total energy: -1821.548453 hartree

Structure (XYZ):
```
62
C25H29AlN4O2Sb | the Open Molecules 2025 dataset | ωB97M-V with the def2-TZVPD basis set
Al 0.1664 0.5002 2.4916
C -0.2323 1.6591 6.3192
O 0.2077 1.5705 4.9734
C -0.4606 0.6028 4.3524
O -1.0589 -0.2550 3.8171
H 0.3293 2.4596 6.8102
H -0.0375 0.7255 6.8594
H -1.2979 1.9104 6.3693
C -1.7623 -4.4969 -0.7206
C -2.9962 -3.5876 -0.6460
C -2.8071 -2.3554 -1.5393
C -3.3439 -3.2377 0.8213
N -2.2772 -2.5546 1.5250
C -1.7757 -1.2535 1.3466
N -0.8682 -1.0702 2.2296
N -0.7690 -2.2117 2.9888
N -1.5848 -3.0634 2.5894
H -1.5703 -4.7977 -1.7725
H -1.9276 -5.4178 -0.1217
H -0.8629 -3.9732 -0.3314
H -3.8643 -4.1524 -1.0531
H -1.9064 -1.7783 -1.2554
H -3.7033 -1.7014 -1.4869
H -2.6734 -2.6751 -2.5949
H -3.5549 -4.1948 1.3472
H -4.2688 -2.6234 0.8674
H -2.0968 -0.5242 0.6149
C 2.6459 -0.7918 -4.5375
C 2.4498 -1.7881 -3.5766
C 1.9869 -1.4485 -2.3010
C 1.7188 -0.1120 -1.9824
C 1.9166 0.8840 -2.9483
C 2.3792 0.5437 -4.2230
Sb 1.0095 0.3621 -0.0106
C 2.6649 1.7306 0.2894
C 2.7776 3.0221 -0.2466
C 3.9118 3.7991 0.0152
C 4.9415 3.2937 0.8122
C 4.8383 2.0098 1.3490
C 3.7061 1.2339 1.0877
C -0.7534 1.3166 -0.8395
C -1.9270 0.5479 -0.7736
C -3.1314 1.0391 -1.2842
C -3.1745 2.3053 -1.8689
C -2.0126 3.0773 -1.9413
C -0.8068 2.5862 -1.4296
H 3.0038 -1.0543 -5.5246
H 2.6561 -2.8224 -3.8198
H 1.8366 -2.2233 -1.5608
H 1.7147 1.9186 -2.7192
H 2.5308 1.3155 -4.9671
H 2.0151 3.4411 -0.8653
H 3.9942 4.7938 -0.4030
H 5.8190 3.8949 1.0121
H 5.6350 1.6140 1.9652
H 3.6398 0.2379 1.5069
H -1.9056 -0.4376 -0.3257
H -4.0290 0.4371 -1.2279
H -4.1062 2.6865 -2.2665
H -2.0465 4.0587 -2.3974
H 0.0608 3.2035 -1.5097
H 1.0367 1.8212 2.7119
```